A cluster of 2 separate species, C4H12N4S in total in a non-equilibrium geometry. Source: the Open Molecules 2025 dataset; level of theory: wB97M-V/def2-TZVPD.

```
21
C4H12N4S | the Open Molecules 2025 dataset | wB97M-V/def2-TZVPD
S 2.48 -0.50 1.18
N -1.50 1.73 0.96
N 2.35 -0.31 -0.32
N 0.58 1.77 -1.39
N -1.84 -0.41 0.25
C -2.76 -0.82 1.18
C 0.04 0.90 -0.66
C -1.16 0.73 0.05
C 2.73 -1.28 -1.23
H -1.73 -1.03 -0.62
H -2.72 -1.98 1.42
H 0.24 2.66 -1.74
H 3.67 -1.00 -1.73
H 2.94 -1.77 1.47
H -1.22 2.68 1.09
H -2.82 -0.30 2.11
H -3.76 -0.70 0.63
H 1.60 1.63 -1.46
H 2.04 -1.22 -2.03
H 3.02 -2.31 -0.84
H -2.21 1.53 1.67
```

## Properties
Energy   -776.01794 hartree
Net charge   +2
Strongest force on any atom   0.1301 Eh/bohr
Energy relative to the best compared isomer or geometry (same formula, charge and spin)   96.6 kcal per mole
Multiplicity   1
Gap between HOMO and LUMO (alpha / beta)   6.19 / 6.19 eV
Lowest unoccupied orbital energy (alpha / beta)   -10.25 / -10.25 eV